Record 1
Computed, not measured: C21H27N3O5 in the gas phase, with ωB97M-V/def2-TZVPD.

Highest occupied orbital energy: -8.52 eV
Total energy: -1356.86909 Eh
SMILES: CCc1cc(CNC(=O)c2ccc(OC3CCN(C(C)=O)CC3)c(OC)c2)on1
Relative energy (zero: lowest compared OMol25 entry of this formula, charge and spin): 4.0309 eV
E_LUMO: 0.55 eV
HOMO-LUMO gap: 9.07 eV

Element x y z (Å)
1 C 8.040 -1.305 -2.260
2 H 7.206 -1.039 -2.905
3 H 8.838 -1.714 -2.876
4 H 7.709 -2.075 -1.567
5 C 8.539 -0.074 -1.504
6 C 7.463 0.501 -0.652
7 N 6.931 1.668 -0.898
8 O 5.982 1.894 0.043
9 C 5.929 0.841 0.880
10 C 6.849 -0.085 0.489
11 H 7.062 -1.031 0.938
12 C 4.936 0.881 1.995
13 N 3.589 1.050 1.501
14 C 2.682 0.040 1.542
15 O 2.934 -1.034 2.058
16 C 1.360 0.344 0.934
17 C 0.859 1.625 0.744
18 C -0.396 1.785 0.195
19 C -1.185 0.703 -0.192
20 C -0.678 -0.599 -0.003
21 C 0.575 -0.747 0.568
22 H 0.995 -1.724 0.742
23 O -1.446 -1.666 -0.396
24 C -0.966 -2.967 -0.150
25 H -1.748 -3.636 -0.508
26 H -0.042 -3.165 -0.701
27 H -0.800 -3.140 0.917
28 O -2.366 1.059 -0.759
29 C -3.473 0.171 -0.858
30 C -4.553 0.927 -1.647
31 C -5.562 1.576 -0.710
32 N -6.267 0.552 0.039
33 C -7.619 0.610 0.120
34 O -8.248 1.547 -0.335
35 C -8.295 -0.549 0.820
36 H -8.031 -1.493 0.349
37 H -9.369 -0.402 0.758
38 H -8.004 -0.585 1.868
39 C -5.474 -0.569 0.498
40 H -5.794 -0.859 1.503
41 C -3.995 -0.204 0.538
42 H -3.428 -1.045 0.935
43 H -3.847 0.648 1.204
44 H -5.614 -1.436 -0.165
45 H -5.053 2.266 -0.028
46 H -6.315 2.138 -1.267
47 H -5.074 0.239 -2.314
48 H -4.065 1.691 -2.252
49 H -3.178 -0.730 -1.405
50 H -0.809 2.770 0.045
51 H 1.412 2.500 1.050
52 H 3.410 1.866 0.938
53 H 4.961 -0.065 2.542
54 H 5.181 1.708 2.674
55 H 9.383 -0.353 -0.869
56 H 8.866 0.692 -2.207

***

Record 2
Computed, not measured: C3H7N5 in the gas phase, with ωB97M-V/def2-TZVPD.

Highest occupied orbital energy (alpha / beta): -7.67 / -7.79 eV
Total energy: -392.09843 Eh
SMILES: C/N=N/C=C\N=N\N
Relative energy (zero: lowest compared OMol25 entry of this formula, charge and spin): 5.4590 eV
E_LUMO (alpha / beta): -0.50 / -0.44 eV
HOMO-LUMO gap (alpha / beta): 7.16 / 7.35 eV

Element x y z (Å)
1 C -0.563 1.753 0.064
2 C 0.821 1.456 0.012
3 C -2.631 -1.097 -0.089
4 N -1.529 0.898 -0.025
5 N 1.226 0.216 -0.075
6 N -1.478 -0.268 -0.492
7 N 2.503 0.036 -0.217
8 N 3.022 -1.182 0.141
9 H -0.994 2.802 0.290
10 H 1.371 2.365 0.295
11 H -2.131 -1.872 0.361
12 H -3.113 -0.399 0.590
13 H -2.999 -1.480 -1.069
14 H 2.480 -1.997 -0.039
15 H 4.015 -1.230 0.253

***

Record 3
Computed, not measured: a molecular structure, C20H28F3LuO2, with ωB97M-V/def2-TZVPD.

Highest occupied orbital energy: -7.57 eV
Total energy: -2464.44322 Eh
Relative energy (zero: lowest compared OMol25 entry of this formula, charge and spin): 0.4635 eV
E_LUMO: 0.31 eV
HOMO-LUMO gap: 7.89 eV

Element x y z (Å)
1 O -1.367 0.670 -2.602
2 C -0.655 0.577 -3.888
3 C -1.745 1.240 -4.718
4 H -0.461 -0.486 -4.085
5 H 0.264 1.178 -3.945
6 C -2.462 1.286 -3.352
7 H -2.250 0.594 -5.440
8 H -1.495 2.223 -5.129
9 C -3.679 0.390 -3.412
10 H -3.369 -0.622 -3.700
11 H -4.372 0.791 -4.164
12 H -4.162 0.348 -2.435
13 C -2.757 2.678 -2.851
14 H -1.837 3.271 -2.791
15 H -3.231 2.604 -1.867
16 H -3.449 3.179 -3.537
17 Lu 0.561 -0.478 2.247
18 C 1.674 0.623 4.206
19 C 2.658 -0.088 3.459
20 C 2.800 0.554 2.187
21 H 3.312 -0.855 3.865
22 C 1.874 1.647 2.146
23 C 1.169 1.673 3.383
24 H 0.427 2.419 3.674
25 H 1.395 0.412 5.239
26 H 3.580 0.358 1.447
27 H 1.791 2.366 1.332
28 C -0.430 -1.738 4.113
29 C -1.272 -0.608 3.878
30 C -1.853 -0.745 2.576
31 H -1.481 0.196 4.585
32 C -1.369 -1.964 2.004
33 C -0.474 -2.567 2.946
34 H -0.090 -3.578 2.875
35 H 0.096 -1.979 5.043
36 H -2.619 -0.100 2.140
37 H -1.695 -2.416 1.062
38 O 0.789 -1.072 -0.119
39 C 0.285 0.289 -0.358
40 C 1.211 0.926 -1.395
41 H 0.218 0.958 0.561
42 H -0.734 0.174 -0.747
43 C 1.940 -0.252 -2.066
44 H 1.925 1.563 -0.859
45 H 0.636 1.535 -2.091
46 C 1.918 -1.367 -1.045
47 H 2.955 0.040 -2.377
48 H 1.397 -0.571 -2.965
49 H 2.822 -1.385 -0.424
50 H 1.725 -2.358 -1.474
51 F 3.509 -2.326 1.756
52 C 2.230 -2.547 2.215
53 F 1.758 -3.563 1.417
54 F 2.389 -3.099 3.483

***

Record 4
Computed, not measured: a molecular structure, C5H14N2, with ωB97M-V/def2-TZVPD.

Highest occupied orbital energy: -6.91 eV
Total energy: -308.32398 Eh
Relative energy (zero: lowest compared OMol25 entry of this formula, charge and spin): 2.6960 eV
E_LUMO: 0.81 eV
HOMO-LUMO gap: 7.73 eV

Element x y z (Å)
1 C -1.729 0.659 -1.065
2 C -0.635 2.069 0.612
3 N -0.739 0.741 0.006
4 H 0.275 0.417 -0.332
5 H -1.748 -0.352 -1.465
6 H -1.486 1.348 -1.881
7 H -1.574 2.326 1.107
8 H 0.161 2.048 1.355
9 H -0.401 2.832 -0.136
10 H -2.718 0.922 -0.683
11 C 0.933 -1.780 -1.137
12 N 0.138 -1.087 1.714
13 C 1.375 -0.946 1.207
14 C 1.642 -0.872 -0.152
15 H -0.658 -0.218 0.871
16 H 0.098 -0.819 2.691
17 H 2.152 -0.567 1.878
18 H 2.671 -0.648 -0.413
19 H 0.878 -1.334 -2.135
20 H 1.448 -2.740 -1.243
21 H -0.082 -2.000 -0.801

***

Record 5
Computed, not measured: 13 unconnected molecules or ions with the total composition C34H99N13O18, with ωB97M-V/def2-TZVPD.

Highest occupied orbital energy: -8.25 eV
Total energy: -3420.83272 Eh
Relative energy (zero: lowest compared OMol25 entry of this formula, charge and spin): 2.9317 eV
E_LUMO: 0.23 eV
HOMO-LUMO gap: 8.48 eV

Element x y z (Å)
1 C -1.713 -3.280 2.542
2 O -1.697 -2.361 3.374
3 N -2.442 -4.362 2.549
4 N -0.908 -3.294 1.508
5 H -3.120 -4.451 3.292
6 H -2.304 -4.989 1.769
7 H -1.033 -4.083 0.890
8 H -0.181 -2.606 1.374
9 C 3.018 -2.937 -0.542
10 O 2.054 -2.341 -0.122
11 N 3.154 -3.433 -1.767
12 N 4.052 -3.179 0.179
13 H 2.424 -3.227 -2.434
14 H 4.064 -3.769 -2.045
15 H 4.133 -2.800 1.112
16 H 4.737 -3.821 -0.194
17 C -1.050 -0.477 -1.138
18 O -1.042 -1.410 -1.943
19 N -0.022 -0.208 -0.409
20 N -2.029 0.334 -0.854
21 H -0.157 0.590 0.194
22 H 0.820 -0.766 -0.432
23 H -2.804 0.307 -1.501
24 H -2.086 0.968 -0.069
25 C -3.231 0.186 -4.325
26 O -3.030 0.880 -3.372
27 N -3.874 0.459 -5.351
28 N -2.775 -1.023 -4.383
29 H -4.025 -0.261 -6.043
30 H -4.216 1.409 -5.368
31 H -2.271 -1.341 -3.568
32 H -2.965 -1.565 -5.214
33 C 5.614 3.989 4.528
34 O 4.689 3.325 3.732
35 C 5.242 2.477 2.785
36 C 4.181 1.981 1.746
37 N 3.148 1.199 2.415
38 C 3.145 -0.228 1.976
39 C 2.029 -0.926 2.799
40 O 2.355 -1.029 4.171
41 C 1.289 -1.425 5.012
42 H 5.942 3.433 5.406
43 H 5.133 4.868 4.956
44 H 6.500 4.367 4.016
45 H 5.666 1.621 3.311
46 H 6.099 2.928 2.285
47 H 4.755 1.495 0.956
48 H 3.665 2.809 1.259
49 H 3.439 1.323 3.375
50 H 4.151 -0.614 2.141
51 H 2.983 -0.523 0.940
52 H 1.892 -1.939 2.423
53 H 1.115 -0.361 2.617
54 H 1.568 -1.155 6.031
55 H 1.331 -2.512 5.087
56 H 0.258 -1.113 4.844
57 C -4.404 -4.662 -2.960
58 O -3.102 -5.219 -2.660
59 C -2.161 -4.310 -2.070
60 C -0.866 -4.958 -1.552
61 N -1.275 -5.713 -0.408
62 C -0.237 -6.615 0.023
63 C 1.129 -5.945 0.220
64 O 1.861 -6.863 0.954
65 C 3.139 -6.465 1.333
66 H -4.936 -4.257 -2.100
67 H -5.065 -5.354 -3.483
68 H -4.308 -3.830 -3.658
69 H -2.562 -3.818 -1.184
70 H -1.884 -3.627 -2.874
71 H -0.099 -4.233 -1.276
72 H -0.347 -5.510 -2.335
73 H -2.065 -6.216 -0.785
74 H -0.159 -7.337 -0.789
75 H -0.693 -7.121 0.873
76 H 1.017 -5.006 0.763
77 H 1.592 -5.673 -0.729
78 H 3.829 -7.308 1.342
79 H 2.784 -6.202 2.329
80 H 3.452 -5.655 0.675
81 C -3.537 5.021 3.845
82 O -4.290 3.836 3.556
83 C -3.786 3.243 2.399
84 C -4.532 1.948 2.211
85 N -4.155 0.980 3.284
86 C -4.744 -0.353 3.241
87 C -4.495 -1.152 1.953
88 O -5.503 -0.836 0.957
89 C -5.103 -1.307 -0.302
90 H -3.847 5.717 3.065
91 H -2.502 4.817 3.571
92 H -3.590 5.320 4.892
93 H -2.720 3.040 2.500
94 H -3.983 3.912 1.561
95 H -4.309 1.561 1.217
96 H -5.586 2.214 2.125
97 H -4.303 1.358 4.209
98 H -5.822 -0.274 3.386
99 H -4.313 -0.962 4.036
100 H -4.439 -2.228 2.121
101 H -3.559 -0.852 1.482
102 H -5.944 -1.105 -0.965
103 H -4.767 -2.340 -0.210
104 H -4.322 -0.718 -0.783
105 C 0.793 1.482 -3.191
106 O 2.212 1.343 -3.297
107 C 2.814 0.539 -2.271
108 C 4.306 0.447 -2.517
109 N 4.987 -0.173 -1.321
110 C 6.354 -0.701 -1.654
111 C 7.392 0.300 -2.117
112 O 8.736 -0.166 -2.203
113 C 9.671 0.584 -2.969
114 H 0.599 1.938 -2.221
115 H 0.239 0.577 -3.440
116 H 0.412 2.308 -3.793
117 H 2.371 -0.454 -2.349
118 H 2.651 0.895 -1.254
119 H 4.612 1.488 -2.619
120 H 4.486 -0.219 -3.361
121 H 4.516 -1.041 -1.112
122 H 6.221 -1.564 -2.306
123 H 6.778 -1.157 -0.759
124 H 7.351 1.254 -1.591
125 H 7.085 0.510 -3.141
126 H 9.196 0.843 -3.915
127 H 10.475 -0.099 -3.242
128 H 10.052 1.472 -2.465
129 C 1.311 6.076 -0.234
130 O -0.083 5.829 -0.173
131 C -0.831 6.415 -1.230
132 C -2.353 6.296 -0.882
133 N -2.828 5.028 -1.302
134 C -4.299 4.959 -1.200
135 C -4.692 3.529 -1.604
136 O -6.041 3.217 -1.123
137 C -6.291 1.843 -1.073
138 H 1.806 5.453 0.511
139 H 1.589 7.129 -0.190
140 H 1.715 5.717 -1.181
141 H -0.657 5.941 -2.196
142 H -0.615 7.480 -1.313
143 H -2.860 6.986 -1.555
144 H -2.644 6.603 0.123
145 H -2.473 4.297 -0.703
146 H -4.775 5.577 -1.961
147 H -4.498 5.232 -0.164
148 H -3.974 2.819 -1.193
149 H -4.686 3.402 -2.687
150 H -5.600 1.396 -0.358
151 H -6.157 1.407 -2.063
152 H -7.305 1.609 -0.748
153 O 0.690 2.008 1.469
154 H 1.604 1.753 1.594
155 H 0.213 1.535 2.152
156 O -1.271 3.443 0.296
157 H -0.591 2.870 0.649
158 H -0.823 4.273 0.131
159 O -1.490 0.347 2.796
160 H -2.383 0.638 2.980
161 H -1.524 -0.605 2.889
162 O 1.007 -2.620 -3.488
163 H 0.359 -2.110 -3.003
164 H 0.987 -2.255 -4.372

***

Record 6
Computed, not measured: C4H5NOS in the gas phase, with ωB97M-V/def2-TZVPD.

Highest occupied orbital energy: -9.05 eV
Total energy: -683.50442 Eh
SMILES: C1=COCSN=C1
Relative energy (zero: lowest compared OMol25 entry of this formula, charge and spin): 2.8163 eV
E_LUMO: 0.75 eV
HOMO-LUMO gap: 9.80 eV

Element x y z (Å)
1 C -0.627 1.132 0.374
2 C 0.753 0.656 -1.371
3 C 1.377 -0.337 -0.790
4 C 1.171 -1.107 0.439
5 H -1.336 1.886 0.706
6 H 0.272 1.178 1.073
7 H 1.377 0.898 -2.314
8 H 2.185 -0.826 -1.444
9 H 2.136 -1.565 1.013
10 N 0.146 -1.254 1.111
11 O -0.052 1.591 -0.920
12 S -1.331 -0.474 0.539

***

Record 7
Computed, not measured: a molecular structure, C41H42N5OPbSSb, with ωB97M-V/def2-TZVPD.

Highest occupied orbital energy: -13.15 eV
Total energy: -2767.35487 Eh
Relative energy (zero: lowest compared OMol25 entry of this formula, charge and spin): 0.0566 eV
Net charge: +2
E_LUMO: -5.73 eV
HOMO-LUMO gap: 7.43 eV

Element x y z (Å)
1 Pb 0.257 -1.710 0.757
2 C -1.283 -2.594 5.026
3 C -2.561 -2.059 5.163
4 C -3.146 -1.431 4.087
5 C -2.462 -1.357 2.871
6 N -1.230 -1.877 2.743
7 C -0.662 -2.471 3.806
8 N -3.118 -0.705 1.833
9 C -2.875 -0.889 0.593
10 N -1.905 -1.688 -0.015
11 C -2.107 -1.658 -1.367
12 N -1.489 -2.338 -2.286
13 C -0.686 -3.431 -1.993
14 C -0.702 -4.489 -2.910
15 C 0.105 -5.587 -2.712
16 C 0.941 -5.628 -1.598
17 C 0.911 -4.560 -0.735
18 N 0.127 -3.482 -0.922
19 C -3.214 -0.731 -1.681
20 C -3.834 -0.400 -2.873
21 C -4.915 0.471 -2.813
22 C -5.380 0.960 -1.592
23 C -4.784 0.582 -0.393
24 C -3.691 -0.259 -0.469
25 H -0.783 -3.086 5.847
26 H -3.087 -2.128 6.106
27 H -4.131 -0.992 4.145
28 H 0.339 -2.862 3.656
29 H -1.378 -4.427 -3.751
30 H 0.085 -6.410 -3.414
31 H 1.588 -6.471 -1.404
32 H 1.535 -4.544 0.151
33 H -3.517 -0.832 -3.812
34 H -5.423 0.760 -3.723
35 H -6.235 1.622 -1.581
36 H -5.163 0.917 0.563
37 C 4.426 1.665 2.752
38 C 3.312 1.238 1.789
39 C 3.512 1.910 0.436
40 C 3.251 -0.277 1.712
41 C 3.598 -0.995 0.572
42 C 3.638 -2.388 0.574
43 C 3.319 -3.115 1.717
44 C 3.476 -4.611 1.776
45 C 2.930 -2.395 2.851
46 C 2.899 -1.010 2.849
47 H 4.455 2.751 2.842
48 H 5.396 1.327 2.383
49 H 4.283 1.248 3.749
50 H 2.358 1.580 2.207
51 H 4.499 1.686 0.027
52 H 3.448 2.992 0.550
53 H 2.759 1.596 -0.290
54 H 3.876 -0.463 -0.330
55 H 3.955 -2.917 -0.319
56 H 2.623 -5.094 2.256
57 H 4.358 -4.868 2.364
58 H 3.616 -5.042 0.785
59 H 2.698 -2.933 3.763
60 H 2.629 -0.486 3.759
61 C -0.339 -0.469 -5.093
62 Sb 0.922 -0.017 -3.479
63 C 2.385 -1.518 -3.352
64 C 1.939 1.731 -4.060
65 H 0.183 -0.092 -5.971
66 H -1.312 0.002 -5.001
67 H -0.449 -1.549 -5.119
68 H 2.877 -1.598 -4.321
69 H 1.932 -2.472 -3.097
70 H 3.116 -1.239 -2.595
71 H 2.381 1.594 -5.045
72 H 2.716 1.959 -3.333
73 H 1.218 2.547 -4.092
74 C -2.771 8.747 1.244
75 C -2.155 7.474 0.742
76 O -1.631 7.332 -0.322
77 S -2.339 6.117 1.935
78 C -1.660 4.767 1.026
79 C -2.396 3.586 0.955
80 C -1.892 2.492 0.281
81 C -0.636 2.575 -0.331
82 C 0.107 3.762 -0.251
83 C -0.402 4.850 0.425
84 C -0.118 1.464 -1.041
85 C 0.282 0.457 -1.613
86 H -2.192 9.587 0.867
87 H -2.826 8.777 2.331
88 H -3.783 8.816 0.842
89 H -3.374 3.534 1.416
90 H -2.471 1.581 0.211
91 H 1.078 3.823 -0.722
92 H 0.168 5.764 0.487